Formula: C28H37N7
Source: the OMol25 dataset
Level of theory: ωB97M-V/def2-TZVPD

Summary:
SMILES ... c1cc[nH]c1.c1cc[nH]c1.c1cc[nH]c1.c1cc[nH]c1.c1cc[nH]c1.c1cc[nH]c1.CCCC#N
Maximum force ... 4.7 eV/A
Relative energy (zero: lowest compared OMol25 entry of this formula, charge and spin) ... 4.304 eV
Total charge ... 0
Multiplicity ... 1
HOMO-LUMO gap ... 0.300 Eh

Atoms and positions in Å:
C  5.1812  -7.8473  -0.0043
C  5.1954  -9.0480  0.6737
C  6.1013  -9.9075  0.0345
N  6.8128  -9.1102  -0.9122
C  6.2138  -7.8811  -0.9561
H  4.5349  -7.0210  0.2521
H  4.4928  -9.2137  1.4770
H  6.4703  -10.8997  0.2488
H  7.5092  -9.5025  -1.5297
H  6.5112  -7.1346  -1.6777
C  -7.4082  2.7248  -2.4201
C  -8.4649  3.1264  -3.2288
C  -7.9279  3.9459  -4.1842
N  -6.6652  4.2142  -3.7366
C  -6.3660  3.6172  -2.6221
H  -7.4409  1.9773  -1.6412
H  -9.4410  2.6704  -3.1531
H  -8.4136  4.4179  -5.0254
H  -5.9772  4.7655  -4.2293
H  -5.3543  3.7415  -2.2652
C  1.6127  5.9395  5.9402
C  0.9824  5.1318  4.9107
C  0.7399  3.8754  5.4879
N  1.5624  3.8052  6.6277
C  2.1880  4.9758  6.8998
H  1.9019  6.9801  5.9369
H  0.7685  5.4452  3.8996
H  0.2258  2.9833  5.1620
H  1.7399  2.9285  7.0967
H  2.9162  4.9176  7.6953
C  5.6441  -0.1273  10.3655
C  5.1556  0.8698  11.2229
C  3.7698  0.9758  11.0566
N  3.3985  0.0253  10.0190
C  4.5638  -0.6498  9.6228
H  6.7013  -0.3310  10.4494
H  5.6772  1.3881  12.0139
H  2.9557  1.4753  11.5607
H  2.5154  -0.2025  9.5850
H  4.4714  -1.4060  8.8572
C  -0.9813  2.9674  -5.9657
C  -1.3677  2.9511  -7.3399
C  -1.2849  4.2974  -7.8442
N  -1.0071  5.0745  -6.7593
C  -0.9239  4.3064  -5.6107
H  -0.9424  2.1115  -5.3083
H  -1.6399  2.1569  -8.0192
H  -1.3679  4.6935  -8.8456
H  -0.8121  6.0651  -6.7336
H  -0.7333  4.8794  -4.7153
C  -5.1561  -2.7356  -6.7685
C  -5.3708  -2.3489  -8.0956
C  -5.7770  -1.0358  -8.2139
N  -6.1449  -0.6469  -6.8996
C  -5.5786  -1.5874  -6.0739
H  -4.7602  -3.6481  -6.3477
H  -5.1526  -3.0678  -8.8715
H  -6.0193  -0.3753  -9.0333
H  -6.5306  0.2532  -6.6523
H  -5.5740  -1.5045  -4.9971
C  3.2010  -1.8488  1.7071
C  1.6751  -1.9171  1.2525
C  1.4232  -1.4654  -0.1421
C  0.0009  -1.0054  -0.3930
N  -1.0890  -0.6337  -0.5558
H  3.4698  -0.7949  1.7787
H  3.8063  -2.4638  1.0412
H  3.3043  -2.1973  2.7347
H  1.1630  -1.3339  2.0177
H  1.3776  -2.9548  1.4037
H  1.6116  -2.1761  -0.9469
H  2.1268  -0.6506  -0.3128

Mulliken atomic charge list, values in e, 8 entries:
1 C -0.26
2 C -0.34
3 C -0.54
4 N -0.03
5 C -0.51
6 H 0.40
7 H 0.36
8 H 0.34